Computed, not measured: a 7-piece molecular cluster, C46H87ClF6NO13S overall at a distorted geometry, with the ωB97M-V functional and the def2-TZVPD basis.

Geometry as XYZ:
```
155
C46H87ClF6NO13S the ωB97M-V functional and the def2-TZVPD basis
C -0.14748 -0.97442 -1.45939
H 4.36246 6.43558 -8.49110
C -6.59919 4.92196 1.35106
C 1.54512 4.04323 -2.50717
C 4.93494 2.55315 0.71267
C 4.38394 -2.44332 0.54649
H 7.10961 4.77772 -6.51409
H 0.91865 0.86718 -1.51255
C 1.70293 -6.49696 -0.06311
C 3.37411 1.55183 -6.19802
C 5.16646 3.83313 1.49855
H 2.11872 2.50267 -1.46319
O -4.55997 4.54693 2.59123
F -3.07786 2.51331 0.59106
C 0.91462 -2.35046 5.64732
H 3.56237 4.33561 -3.21306
H 1.10527 4.18058 -3.49596
C -5.38516 5.55865 2.00972
H 4.75689 5.05424 -5.93286
H 5.70292 6.75984 -7.39957
H -3.34959 -1.94149 -1.22232
C -3.76998 1.65611 7.41346
C 4.13802 -1.81475 -0.79931
O -2.96522 0.70911 8.11392
H 0.83043 -1.76806 1.07046
C -4.94360 0.95263 6.75028
O -6.19910 -7.87640 -1.46081
H 2.70810 -0.83766 -5.45259
O -5.86943 -7.39365 0.88801
H 6.02745 6.24582 -9.06406
H 1.46320 -3.10142 -0.68556
H 4.95919 4.02769 -8.55628
H 1.00494 4.40848 -0.44657
C -3.11950 -4.07814 -0.01861
H -3.50860 3.14942 5.85651
F -4.15980 0.80558 1.37370
H 4.47006 3.89841 2.33939
H 0.03595 -4.61784 3.58002
Cl -3.82993 -8.97647 -0.36848
H 5.60438 2.52524 -0.14695
C 0.59636 4.58102 -1.44678
H -0.61094 -3.62999 6.21059
H 3.24538 2.44272 -6.80727
F -0.77382 0.43027 1.70344
O 4.43830 4.50415 -6.65615
H 0.22856 0.18155 -6.65253
H 6.69837 3.14428 -7.02177
H 2.99495 2.56906 0.94037
H -4.26336 3.97004 1.88139
H 0.64619 -5.12172 1.35873
H -1.07900 -3.84541 1.71606
H -4.25044 -5.53122 1.19763
C 5.36372 6.10870 -8.20982
C 2.38036 -0.58640 -1.76485
O -4.07507 -2.83162 4.25917
H -5.27713 -5.35746 -1.01620
H -5.70888 6.19849 2.83061
C -3.60716 -5.51752 0.32275
O 2.23784 -0.17337 -4.93751
H -0.61764 -1.63106 3.60483
H 2.70207 0.19884 -2.43982
C -0.44930 -3.75176 4.02873
C -2.09194 -0.94878 0.35261
H -2.06723 -4.20236 -0.26924
C -2.35898 -1.99867 1.50580
S -5.29261 -7.57186 -0.40423
H -3.69365 -3.79875 -0.89629
H -0.36682 4.06912 -1.49800
H 6.18344 3.87914 1.88808
O 4.59735 -2.24514 -1.81489
C 1.63344 -1.41609 5.76394
H 7.43361 4.26562 -8.17933
H -4.13935 2.35793 8.16124
O 3.59867 2.54266 0.18952
O 2.29810 -5.27493 0.18118
C 1.40230 -4.45347 0.93838
F -2.32261 -1.85475 5.01870
C -3.10417 -0.98818 -0.77534
H 4.62775 -3.49049 0.42130
O 0.92764 -6.63355 -0.96068
C 1.18558 0.59668 -6.97321
H -2.54721 -0.38944 3.03708
H 4.45886 1.31119 2.41780
C 0.16375 -3.58433 5.44758
H -1.30450 -2.39981 -0.77350
H 3.00965 -8.05100 0.57871
H -2.50713 1.69772 5.65871
H -4.73620 0.07808 -1.51514
H 2.27381 -1.48494 -2.36903
F -2.65097 1.81108 2.59474
H 0.80825 -2.43290 3.00646
C -4.57773 6.37662 1.01387
H 1.91118 -3.96201 1.76212
C -0.26836 -2.53272 3.11873
H 2.10894 -7.26351 1.90516
H -7.25978 5.67593 0.92214
H 1.68717 -0.16894 -7.57115
H -5.58888 1.66018 6.22740
H 0.42758 5.65086 -1.57090
H -7.16441 4.33648 2.07660
C -1.00241 -2.76385 1.76818
H 2.79228 5.81282 -2.60611
C -2.92302 2.39916 6.39028
H -0.80140 -0.39017 -2.09523
H 4.99589 4.70604 0.86793
H 0.81760 -4.42794 5.65718
O 1.71614 2.63176 -2.33431
C -3.37003 -3.13614 1.18058
H 3.36963 4.56839 -1.48079
H 3.94276 0.81340 -6.77248
H 4.98048 0.41616 0.99773
H 3.54871 -2.26696 1.21721
C 5.15838 1.32121 1.57615
C -3.03035 -1.31739 2.74999
C -3.65976 0.09240 -1.37501
C 6.73017 4.18379 -7.35015
H -3.88872 -6.16782 -1.75036
C 2.06257 -7.60752 0.87562
H -3.71001 6.82232 1.50044
H 0.01616 -4.09690 -0.65766
C 5.34270 4.65851 -7.75302
H -4.58402 0.21096 6.02866
C 2.89529 4.73810 -2.44961
H 1.50379 1.70587 -5.15896
H -2.08320 2.89462 6.87738
C -1.78725 0.49346 0.78059
C 2.03614 0.97561 -5.77054
H 5.25802 -1.94043 0.96060
H -4.38966 -2.76102 1.09118
H 6.17378 1.29020 1.97220
H -6.28731 4.24038 0.55340
N -0.86368 -1.61001 -0.29542
O 3.38075 -0.68805 -0.73193
C 0.00485 -2.33443 0.65314
H -4.20638 5.73809 0.20644
H 0.19333 -1.80118 -2.07907
H 2.31162 -0.60692 5.87791
H 3.97447 1.81491 -5.32724
H 0.99399 1.46112 -7.60944
C -3.18648 -2.09751 4.02270
H -3.12043 0.95109 -1.75415
F -1.25446 1.19567 -0.25741
C -4.46285 -6.05672 -0.83442
C 0.69530 -3.51675 -0.03013
H -1.49575 -4.02364 4.14635
C 1.08122 -0.12993 -1.10613
H -2.62660 0.07657 7.47161
H -4.05301 -1.13946 2.44536
H -2.75564 -6.18909 0.40795
H 1.23655 0.01799 -0.04032
H -5.54091 0.41828 7.48869
H 1.29311 -8.36705 0.79822
H -3.39857 -3.80251 2.03649
C -2.95591 1.40090 1.34788
H -5.17859 7.17384 0.57525
```

For the HOMO-LUMO gap, the calculation gives 8.20 eV. As for the net charge: +1. The calculation puts the total energy at -4294.97592 a.u. For the HOMO energy, the calculation gives -11.6776 eV.

=====

Computed, not measured: an isolated ion of composition C3H4NS and charge +1 at a distorted geometry, with the ωB97M-V functional and the def2-TZVPD basis.

Geometry as XYZ:
```
9
C3H4NS the ωB97M-V functional and the def2-TZVPD basis
S 2.08757 -0.75230 -1.23656
C 1.46457 -0.23153 0.10463
H -2.93146 -1.20587 -0.09092
N -1.04267 -0.10726 0.15627
C -2.11625 -0.53474 0.07761
H 0.16971 1.03117 -0.93687
H 1.92012 -0.28621 1.14997
C 0.16659 0.61300 0.06394
H 0.28182 1.47373 0.71193
```

For the HOMO-LUMO gap, the calculation gives 7.90 eV. As for the net charge: +1. For the energy relative to the best compared isomer or geometry (same formula, charge and spin), the calculation gives 42.3 kcal per mole. The calculation puts the total energy at -569.28017 a.u. For the HOMO energy, the calculation gives -13.3402 eV.

=====

Computed, not measured: C44H52CdGeN5O3Se as an isolated structure, with the ωB97M-V functional and the def2-TZVPD basis.

Geometry as XYZ:
```
107
C44H52CdGeN5O3Se the ωB97M-V functional and the def2-TZVPD basis
C 5.40037 0.81992 0.58500
H 7.94907 0.87017 -1.65213
C -2.27050 3.92537 -0.08776
C -5.53520 2.05082 2.18775
C -1.43929 4.81913 0.58466
C 0.90780 0.65602 -3.21872
H 1.89372 0.17233 3.88867
C 1.97080 2.33034 -2.11843
C -3.87632 -0.51773 -5.62121
H 2.75551 3.17434 -6.49198
H -5.58348 2.95585 1.58187
H -2.95640 -2.94146 -3.08881
O 5.17625 1.22757 1.84236
Ge -6.41479 0.56664 1.28126
H -3.02426 -2.91136 0.68691
H -1.71745 -0.59130 6.64672
C -0.71772 2.09029 0.36352
H -4.17030 -2.77460 -0.67905
H -5.19292 0.91154 -0.92021
H -1.57465 -2.39983 -1.13163
H -3.40874 -1.82288 5.28372
H 3.83751 2.18361 -7.48316
H 6.27691 -0.38037 -3.00073
C 2.92358 2.45577 -3.12176
Cd 0.05790 0.04219 0.14646
C -2.03958 -1.66034 -6.87964
C 0.08775 3.02115 1.03686
H 4.68764 3.66492 -4.98302
N -0.45958 -0.96528 -2.06978
C -3.93488 -2.43535 0.33020
Se -3.56293 -0.53284 0.33498
H -1.25318 -2.41639 -6.85192
C -0.25167 4.36066 1.15136
H 4.88577 -0.12819 -4.71108
C 6.96526 0.66411 -1.24748
C -1.12004 -1.23669 2.79561
C -1.90233 2.59289 -0.18872
O 2.22793 -0.66759 -0.50729
H -8.14460 2.00646 0.06022
N -2.10221 7.31470 0.76914
C -2.49513 -1.46082 4.82316
H -1.57415 -0.69086 -7.05289
C 1.81521 0.70321 -4.26565
H 2.00633 2.96691 -1.24044
C 6.65454 1.08825 0.02989
C 5.02873 2.63217 -5.06893
C 2.86446 1.62006 -4.22872
H 0.36795 0.14944 5.55089
H 7.37430 1.62192 0.63661
H -3.01725 -2.22562 2.90155
H -3.19463 4.28318 -0.52700
N 2.81030 0.14539 1.57584
H -2.68394 -1.86932 -7.73575
H 0.39098 5.05480 1.67960
H -2.56451 1.92752 -0.73511
C -2.19442 -2.18219 -3.17933
C 4.77555 -0.27082 -1.47031
H -5.79156 -0.74467 -0.86810
H -6.02581 2.24983 3.14091
H -4.22238 -3.11793 -6.45775
H -4.34673 -3.02759 -4.70726
N 1.51577 -0.19237 1.91265
C -1.98563 -1.49221 -4.36545
C -6.60413 -0.93822 2.51555
C -1.80506 6.20577 0.68831
H 1.71020 0.00902 -5.08949
H -8.72852 0.34219 0.17692
H 4.26050 0.89279 2.08821
H -7.00458 -1.82017 2.01472
C -8.20889 1.13621 0.71373
C -1.41940 -1.88140 -2.07003
C 4.45031 0.28082 -5.62373
H -5.64085 -1.19097 2.95867
H 4.01120 -0.79060 -2.03446
C -0.39699 -0.35854 4.97119
H -8.80736 1.40872 1.58351
C -5.33933 0.04730 -0.27008
C -2.28157 -1.68912 3.48483
N 0.98370 1.45188 -2.15873
C -0.95457 -0.55565 -4.36521
H -3.36078 0.44174 -5.67817
C 1.16571 -0.14962 3.13616
H -0.72909 0.02792 -5.24634
C -3.64406 -2.99982 -5.53981
H 5.23161 0.33352 -6.38459
C -0.21233 -0.32653 -3.21653
H 1.01384 2.69258 1.50102
C 3.04943 -0.15961 0.30328
C -2.87220 -1.67991 -5.59271
H 5.53609 2.36128 -4.14315
H -2.97074 -3.85393 -5.44984
C 4.43599 0.13934 -0.18378
C -1.55354 -0.77568 5.59355
H -4.48921 1.81524 2.38016
H 2.31425 1.51120 -6.88727
H 3.69078 -0.41627 -5.97752
H -7.28800 -0.66078 3.31849
H -4.49001 -0.51506 -4.71944
O -1.00113 -1.47927 1.52884
C -0.14614 -0.56625 3.60913
H -4.75976 -2.66891 1.00145
C 3.87264 1.67981 -5.37276
H 3.71311 3.18231 -3.00017
H -4.53387 -0.60848 -6.48829
C 3.14901 2.16687 -6.63551
H 5.75517 2.59169 -5.88242
C 6.02832 -0.02991 -2.00691
```

For the HOMO-LUMO gap, the calculation gives 6.22 eV. As for the net charge: -1. The calculation puts the total energy at -6853.56158 a.u. For the HOMO energy, the calculation gives -4.3491 eV.

=====

Computed, not measured: one molecule with the formula C3H6N2O2, with the ωB97M-V functional and the def2-TZVPD basis.

Geometry as XYZ:
```
13
C3H6N2O2 the ωB97M-V functional and the def2-TZVPD basis
H 1.67227 -1.76841 -0.98017
H -1.53285 0.92465 -1.17945
C -1.83738 -0.10129 0.66993
H 0.32110 1.49351 -0.05606
C 1.34113 -0.37791 0.46550
N -1.75825 0.07200 -0.68393
H 0.92970 1.35679 1.61637
C 0.44120 0.82548 0.80161
O 2.18810 -0.76563 1.24589
H -2.46038 -0.46048 -1.15825
O -0.82615 0.41080 1.35379
N 1.16539 -0.92159 -0.77043
H 0.35612 -0.68792 -1.32480
```

For the HOMO-LUMO gap, the calculation gives 9.36 eV. For the energy relative to the best compared isomer or geometry (same formula, charge and spin), the calculation gives 72.7 kcal per mole. The calculation puts the total energy at -377.84350 a.u. For the HOMO energy, the calculation gives -8.7925 eV.

=====

What is the HOMO-LUMO gap in the first record? 8.20 eV